(1)
A cluster of 2 separate species, C3H7O3 in total, computed with the ωB97M-V functional and the def2-TZVPD basis.

```
13
C3H7O3 | OMol25 | the ωB97M-V functional and the def2-TZVPD basis
C -0.13719 -1.58362 2.17932
C 0.56386 -1.21779 0.85609
O -0.14019 -0.56192 0.03161
O 1.67952 -1.72648 0.65796
H -0.85247 -0.84010 2.50514
H 0.61202 -1.84615 2.92270
H -0.61401 -2.53942 1.96095
C -0.30469 2.07360 -1.97581
O 0.46600 0.88328 -2.09471
H 0.24285 0.32398 -1.29484
H -1.13426 2.03120 -2.67012
H -0.76527 2.09351 -0.97765
H 0.38384 2.90991 -2.10065
```

Output
calculated total energy	-9368.4365	eV
HOMO	-4.39	eV
total charge	-1
max |F|	1.69	eV/Å
energy relative to the best compared isomer or geometry (same formula, charge and spin)	69.6	kJ/mol
HOMO-LUMO gap	8.597	eV

(2)
A structure of composition C3H8O4, computed with the ωB97M-V functional and the def2-TZVPD basis.

```
15
C3H8O4 | OMol25 | the ωB97M-V functional and the def2-TZVPD basis
C 0.10198 0.76867 -0.26989
C 0.97392 0.01477 0.61194
C -1.01861 -0.72258 -1.09632
O -0.84903 1.60640 0.29005
O 0.72390 1.39420 -1.33035
O 0.35658 -1.52562 0.53158
O 0.88770 0.41804 1.94674
H 0.03063 1.69462 -1.93644
H -0.70035 1.60606 1.25086
H 1.08890 -0.36079 2.48306
H 0.16007 -2.22257 1.19848
H 1.99266 -0.16397 0.27470
H -1.87157 -0.05001 -1.14093
H -1.46434 -1.67214 -0.81944
H -0.41244 -0.78507 -1.99405
```

Output
calculated total energy	-11426.5722	eV
HOMO	-8.37	eV
max |F|	4.36	eV/Å
energy relative to the best compared isomer or geometry (same formula, charge and spin)	453.2	kJ/mol
HOMO-LUMO gap	8.882	eV

(3)
An isolated molecule of C3H5N3, computed with the ωB97M-V functional and the def2-TZVPD basis.

```
11
C3H5N3 | OMol25 | the ωB97M-V functional and the def2-TZVPD basis
C -1.73343 -0.26248 0.01843
N -0.26367 -0.14349 -0.33215
C 0.44508 0.97421 -0.14449
N 1.73394 0.87057 0.02391
C 2.00219 -0.49620 0.03300
N 0.99369 -1.31354 -0.11135
H -2.39871 -0.52117 -0.82090
H -1.81017 -1.05324 0.76051
H -2.17348 0.64714 0.48014
H 0.12277 2.00840 -0.08519
H 3.08179 -0.71019 0.17808
```

Output
calculated total energy	-7660.1408	eV
HOMO	-9.79	eV
max |F|	2.74	eV/Å
SMILES	Cn1cncn1
energy relative to the best compared isomer or geometry (same formula, charge and spin)	223.3	kJ/mol
HOMO-LUMO gap	10.558	eV